Record 1
ORCA calculation (ωB97M-V/def2-TZVPD) on a structure of composition C20H23Cl2F9N5O2RuS2.

The geometry in ORCA input format:
```
! wB97M-V def2-TZVPD RIJCOSX def2/J DEFGRID3
* xyz 2 2
Ru 0.71005 0.37217 -0.00565
Cl 0.04128 -1.00435 1.89584
C 1.66910 -0.59972 1.58001
Cl 1.81670 2.13325 0.99974
H 2.22685 -1.40815 1.11295
H 2.13372 0.01682 2.33485
C 2.44696 -4.92814 -1.75339
C 1.02060 -4.84468 -1.20127
C 0.45297 -3.47281 -1.37240
N 0.79181 -2.45304 -0.66767
N 0.16350 -1.30141 -1.07917
C -0.65591 -1.46210 -2.10878
N -1.39194 -0.47889 -2.63922
S -0.70209 -3.10000 -2.62560
H 2.83832 -5.93310 -1.61028
H 3.10334 -4.22769 -1.23848
H 2.47082 -4.70533 -2.82023
H 1.00237 -5.08544 -0.13758
H 0.37485 -5.56512 -1.70424
H -1.01353 0.45770 -2.58080
H -1.91502 -0.67226 -3.47986
F 4.10274 0.14747 -2.67307
C 2.84706 0.05626 -2.32541
F 2.29171 -0.98321 -2.93606
F 2.82138 -0.25711 -0.96218
C 2.02770 1.36042 -2.49960
O 0.89916 1.34887 -1.69638
C 1.54637 1.47061 -3.98385
F 1.09424 2.69117 -4.22787
F 2.52265 1.17135 -4.82798
F 0.53627 0.61196 -4.20241
C 2.94320 2.60032 -2.17882
F 3.69276 2.91878 -3.22686
F 3.76088 2.32819 -1.15621
F 2.18488 3.63542 -1.85284
C 0.93371 3.66290 4.46024
C -0.49151 3.28418 4.84646
C -0.94038 1.96277 4.23912
N -0.83152 1.96440 2.76358
C -1.72901 1.68759 1.86257
S -1.20563 1.51431 0.17155
N -3.04075 1.59048 2.04291
C -3.89854 2.09130 3.15242
O -4.67601 1.31196 3.60326
C -3.72068 3.50351 3.51201
C -4.17532 3.90224 4.77048
C -4.05270 5.22596 5.15218
C -3.50201 6.15269 4.27400
C -3.07115 5.76193 3.01166
C -3.17239 4.43542 2.62955
H 1.25297 4.54744 5.00780
H 1.02445 3.90571 3.39816
H 1.63995 2.86274 4.69417
H -1.18893 4.07340 4.56511
H -0.56744 3.16608 5.92892
H -1.95563 1.70148 4.52299
H -0.28391 1.15621 4.57707
H 0.10814 2.12385 2.39980
H -3.55850 1.05739 1.35528
H -4.61987 3.16989 5.43172
H -4.39697 5.54058 6.12762
H -3.41892 7.18965 4.57104
H -2.66809 6.49381 2.32529
H -2.86235 4.14495 1.63329
*
```

Properties
Largest force on an atom: 0.5 eV/A
Relative energy (zero: lowest compared OMol25 entry of this formula, charge and spin): 5.01 kcal/mol
<S²>: 0.763
HOMO-LUMO gap (spin up / spin down): 6.1 / 5.2 eV
HOMO level (spin up / spin down): -14.74 / -14.74 eV

Record 2
ORCA calculation (ωB97M-V/def2-TZVPD) on a structure of composition C27H21Cl3HgN8O3PS2.

The geometry in ORCA input format:
```
! wB97M-V def2-TZVPD RIJCOSX def2/J DEFGRID3
* xyz -2 2
Hg -0.65100 -0.44941 0.74758
N -0.30586 -0.12068 -4.49506
C -0.74994 0.12791 -3.25060
N 0.04088 -0.44654 -2.38087
C 0.97558 -1.05207 -3.15440
N 0.80902 -0.88279 -4.45511
C 2.08744 -1.83001 -2.57845
C 2.96373 -2.56449 -3.37597
N 3.95984 -3.26870 -2.85475
C 4.06638 -3.24436 -1.52750
C 3.18833 -2.52318 -0.73139
N 2.20380 -1.80865 -1.25777
H -0.68420 0.17858 -5.37492
H -1.63434 0.69693 -3.00193
H 2.84059 -2.57889 -4.45215
H 4.86739 -3.82147 -1.08060
H 3.26703 -2.53570 0.34914
S -2.33628 0.10942 2.67224
C -2.78214 1.59558 1.86609
C -2.84476 2.77523 2.61078
C -3.17308 4.00252 2.04731
C -3.23460 5.17057 2.87167
N -3.29350 6.10192 3.54669
C -3.43817 4.06959 0.67011
C -3.38017 2.90495 -0.08583
C -3.07440 1.65920 0.46971
S -3.04702 0.24624 -0.54860
C -3.75048 5.30746 0.02375
N -3.99031 6.29777 -0.51370
H -2.62023 2.72634 3.66785
H -3.58465 2.95643 -1.14698
C -2.36958 -3.49619 1.90463
O -1.89904 -3.76694 0.57169
P -0.69256 -2.91305 -0.06898
O -0.95695 -3.33255 -1.60914
C -2.14042 -2.82634 -2.23346
O 0.62177 -3.73738 0.21979
C 0.71626 -5.17029 0.19754
H -3.21766 -4.16021 2.06010
H -2.69093 -2.45865 1.99012
H -1.58952 -3.71244 2.63325
H -1.91288 -2.68821 -3.29044
H -2.44590 -1.87359 -1.80349
H -2.94938 -3.54824 -2.11553
H 1.26327 -5.46533 1.09384
H 1.25430 -5.46778 -0.70397
H -0.27392 -5.62469 0.20311
Cl 1.97228 -3.21347 5.98274
C 2.41359 -3.20206 4.33164
Cl 4.07119 -2.93798 3.96589
Cl 2.12322 -5.76513 3.53449
C 1.48263 -2.71372 3.40238
N 0.69132 -2.40020 2.62226
C 0.67393 1.17490 0.57709
C 1.12888 2.28872 0.41834
C 1.55467 3.64384 0.25493
C 2.90556 4.00302 0.24757
C 3.28516 5.32740 0.09392
C 2.32647 6.32068 -0.05672
C 0.98034 5.97611 -0.05080
C 0.59712 4.65468 0.10321
H 3.64995 3.22587 0.36446
H 4.33835 5.58357 0.09696
H 2.62547 7.35553 -0.17229
H 0.21897 6.73885 -0.16074
H -0.45083 4.38158 0.11929
*
```

Properties
Largest force on an atom: 0.4 eV/A
Relative energy (zero: lowest compared OMol25 entry of this formula, charge and spin): 30.10 kcal/mol
<S²>: 0.758
HOMO-LUMO gap (spin up / spin down): 6.5 / 6.2 eV
HOMO level (spin up / spin down): -2.44 / -2.44 eV

Record 3
ORCA calculation (ωB97M-V/def2-TZVPD) on a structure of composition C15H52B4N2NaOSn2 in a non-equilibrium geometry.

The geometry in ORCA input format:
```
! wB97M-V def2-TZVPD RIJCOSX def2/J DEFGRID3
* xyz 1 1
Na 10.99289 6.96252 -11.90091
Sn 10.84029 2.57760 -12.84424
Sn 13.86209 4.59830 -9.23270
B 13.73226 2.40197 -11.54360
H 14.74140 2.54306 -11.18867
H 13.14848 1.95782 -10.75229
H 13.40848 3.33673 -11.97446
H 13.77511 1.72449 -12.38231
B 11.01492 4.58537 -10.37369
H 11.35915 3.59987 -10.10072
H 10.02106 4.41229 -10.75651
H 11.04380 5.23426 -9.51209
H 11.63161 4.94338 -11.18348
B 13.49427 7.36530 -10.92585
H 12.70520 7.12269 -10.23104
H 14.42088 7.23549 -10.38849
H 13.42890 6.63746 -11.71972
H 13.42306 8.37391 -11.30252
B 10.73799 5.47708 -14.11868
H 10.71862 6.53163 -14.34622
H 9.96907 5.24117 -13.39940
H 10.60946 4.85721 -14.99245
H 11.68470 5.30182 -13.63159
C 9.26749 9.41701 -8.80654
C 10.01516 8.60549 -9.91680
N 9.41621 8.64452 -11.25403
C 9.38010 9.96603 -11.91223
C 10.76618 10.42027 -12.26040
C 8.11993 7.93916 -11.20426
C 7.82554 7.38940 -12.61923
H 8.34211 9.07673 -8.34179
H 9.15133 10.46488 -9.08325
H 9.90346 9.40625 -7.92137
H 11.04344 8.93700 -10.06113
H 10.11352 7.57441 -9.57723
H 8.74659 9.99422 -12.79879
H 8.92769 10.76731 -11.32795
H 11.34709 10.69816 -11.38096
H 11.28926 9.63294 -12.80316
H 10.58546 11.26331 -12.92727
H 7.31839 8.66058 -11.04551
H 8.04587 7.23308 -10.37717
H 6.81291 6.98868 -12.66502
H 8.36648 6.51850 -12.98939
H 7.71013 8.19411 -13.34532
C 8.27362 -0.33010 -13.67132
C 7.34761 0.87676 -13.92731
N 7.55214 1.98830 -12.98273
C 7.04265 3.26652 -13.54158
C 7.49232 3.66468 -14.92276
C 6.93490 1.61326 -11.64166
C 7.11114 2.57644 -10.59433
H 9.28048 -0.15348 -14.04967
H 7.96752 -1.22784 -14.20841
H 8.26971 -0.56453 -12.60684
H 7.64522 1.23132 -14.91413
H 6.32276 0.57452 -14.14279
H 5.96856 3.22299 -13.36114
H 7.36507 4.01349 -12.81620
H 8.48614 3.61777 -15.36797
H 7.06516 3.01999 -15.69088
H 7.03063 4.62914 -15.13433
H 7.23011 0.70745 -11.11208
H 5.86673 1.52049 -11.83791
H 6.39120 3.38169 -10.74048
H 8.04348 3.12136 -10.74223
H 7.01841 2.11868 -9.60946
C 9.82880 0.98812 -7.97536
C 10.61907 0.66217 -9.15318
O 10.31377 1.13870 -10.24623
C 11.84868 -0.22261 -8.88329
H 9.67984 0.08886 -7.37764
H 8.88228 1.42585 -8.29252
H 10.23737 1.75227 -7.31412
H 12.54545 -0.16643 -9.71962
H 11.63828 -1.29053 -8.82522
H 12.25612 0.11577 -7.93060
*
```

Properties
Largest force on an atom: 4.9 eV/A
HOMO-LUMO gap: 5.5 eV
HOMO level: -11.07 eV

Record 4
ORCA calculation (ωB97M-V/def2-TZVPD) on a cluster of 2 separate species, C2IN2P in total in a non-equilibrium geometry.

The geometry in ORCA input format:
```
! wB97M-V def2-TZVPD RIJCOSX def2/J DEFGRID3
* xyz 0 1
C -1.76614 0.10671 -0.28925
C 1.89992 0.11141 0.68525
N -2.06486 -0.54292 -1.18898
N 2.86191 -0.32621 0.25242
P -1.28692 1.21982 0.96609
I -2.25369 0.06133 2.83263
*
```

Properties
Largest force on an atom: 3.8 eV/A
Relative energy (zero: lowest compared OMol25 entry of this formula, charge and spin): 90.15 kcal/mol
HOMO-LUMO gap (spin up / spin down): 5.3 / 5.3 eV
HOMO level (spin up / spin down): -9.89 / -9.89 eV

Record 5
ORCA calculation (ωB97M-V/def2-TZVPD) on a cluster of 2 separate species, C12H12 in total in a non-equilibrium geometry.

The geometry in ORCA input format:
```
! wB97M-V def2-TZVPD RIJCOSX def2/J DEFGRID3
* xyz 0 1
C 3.36584 -0.83516 -0.00891
C 2.08210 -1.22917 -0.05359
C 1.20252 -0.08283 -0.09917
C 1.59504 1.14594 -0.21184
C 3.03523 1.45707 -0.19882
C 3.80298 0.44053 0.15050
C -3.23155 0.82890 0.77022
C -3.49640 0.71553 -0.52207
C -2.66876 -0.08689 -1.36630
C -1.63251 -0.87725 -0.79561
C -1.54554 -1.04468 0.60577
C -2.34002 -0.07346 1.31588
H 4.24769 -1.63763 0.16568
H 1.72106 -2.22154 -0.04850
H 0.15452 -0.43501 0.33744
H 0.76122 1.81813 -0.40415
H 3.45293 2.51330 -0.37173
H 4.87955 0.63086 0.47326
H -3.87357 1.30511 1.44636
H -4.33685 1.29622 -0.75419
H -3.15036 -0.15932 -2.31047
H -1.11229 -1.64378 -1.51144
H -0.84714 -1.68555 0.94291
H -2.06566 -0.13931 2.44874
*
```

Properties
Largest force on an atom: 8.2 eV/A
Relative energy (zero: lowest compared OMol25 entry of this formula, charge and spin): 100.09 kcal/mol
HOMO-LUMO gap: 9.9 eV
HOMO level: -8.96 eV
SMILES string: c1ccccc1.c1ccccc1

Record 6
ORCA calculation (ωB97M-V/def2-TZVPD) on a structure of composition C44H35F4LuN6O9S in a non-equilibrium geometry.

The geometry in ORCA input format:
```
! wB97M-V def2-TZVPD RIJCOSX def2/J DEFGRID3
* xyz -2 1
Lu -0.72522 0.92675 -0.27502
C 4.15488 1.57855 0.22248
C 3.94198 0.10195 0.14208
C 4.97028 -1.76865 0.55688
C 3.60848 -4.01595 0.02608
C 2.23338 -3.70695 -0.42212
C 1.45658 -2.64755 -0.65722
C 0.02058 -2.90805 -1.01582
C 1.72958 -1.15465 -0.56212
N 0.87328 -0.36225 -1.43702
C 1.00368 -0.37595 -2.74302
O 1.64208 -1.16205 -3.46652
C 0.37498 0.85685 -3.36062
C 0.55958 1.07775 -4.72172
C 0.17358 2.29145 -5.26492
C -0.34772 3.24735 -4.41782
C -0.49762 2.94995 -3.05832
N -0.15932 1.77055 -2.54632
C -0.95582 4.07105 -2.18862
O -0.80712 5.24475 -2.58772
N -1.50122 3.82455 -0.99832
C -1.99192 4.94155 -0.25142
C -3.32532 5.32175 -0.39602
C -4.20552 4.59455 -1.36232
C -3.78852 6.39695 0.34978
C -2.94702 7.06695 1.22038
C -1.62932 6.66955 1.35698
C -1.13082 5.60475 0.61898
C 0.30348 5.19925 0.70288
H 4.99938 1.82165 0.87018
H 3.25318 2.05855 0.59748
H 4.34898 1.96655 -0.77532
H 6.00988 -1.56625 0.84118
H 3.93448 -4.95845 -0.42512
H 1.72648 -4.65725 -0.58022
H -0.27912 -3.92095 -0.75652
H -0.12442 -2.75455 -2.08352
H -0.62212 -2.19105 -0.50452
H 1.03088 0.29525 -5.29892
H 0.29988 2.49525 -6.32342
H -0.63412 4.23075 -4.75702
H -4.18782 3.52525 -1.15822
H -3.83282 4.73785 -2.37632
H -5.23072 4.95485 -1.30732
H -4.81882 6.71295 0.24468
H -3.32062 7.90755 1.79188
H -0.96962 7.18795 2.04208
H 0.79708 5.67585 1.54698
H 0.80428 5.49035 -0.22092
H 0.39308 4.12035 0.79968
N 6.02798 -3.98745 0.54548
C 5.91368 -5.05775 1.39538
C 6.81658 -6.04175 1.74808
C 6.46348 -6.91315 2.77508
C 5.24878 -6.80365 3.42828
C 4.31818 -5.83635 3.05118
C 4.64958 -4.99065 2.02058
N 3.89458 -3.93955 1.48228
C 4.77078 -3.25405 0.54938
C 3.96448 -0.90105 1.27038
C 4.60368 -0.97705 -0.69692
C 3.13558 -0.61245 -0.88342
N 1.11408 -0.77265 0.72318
C 1.64008 -0.71515 1.86898
C 2.98858 -1.22065 2.11128
H 6.67188 -3.93445 -0.22402
H 7.77878 -6.11635 1.26268
H 7.16148 -7.68725 3.06808
H 5.02458 -7.46605 4.25298
H 3.35688 -5.75515 3.53468
H 5.26788 -0.87625 -1.54482
H 3.07668 -0.06945 -1.82032
H 0.98418 -0.44275 2.68918
H 3.07168 -2.06615 2.78268
F -3.84492 3.19075 1.87298
C -3.20232 2.00755 2.00458
F -3.47992 1.28565 0.89538
F -3.82332 1.37755 3.02468
S -1.24942 1.97885 2.19418
O -1.17552 0.54855 1.74858
O -1.12652 2.06675 3.65488
O -1.86212 2.63355 -0.47012
O -3.82842 0.27445 -2.40072
C -3.38772 -0.31845 -1.41912
O -2.17432 -0.42125 -1.08022
C -4.38032 -1.06785 -0.51022
C -3.93662 -1.63965 0.67538
C -4.79742 -2.31695 1.53228
C -6.11712 -2.39575 1.15598
O -7.17302 -3.02615 1.80238
C -8.30442 -2.76165 1.01268
O -7.94162 -2.04515 -0.13932
C -6.57392 -1.81125 -0.02002
C -5.72792 -1.14015 -0.86802
H -2.89602 -1.52235 0.94308
H -4.45572 -2.75165 2.45788
H -9.03512 -2.17485 1.60168
H -8.77912 -3.71645 0.72028
H -6.06902 -0.66595 -1.77262
F 0.78608 2.08175 0.36298
*
```

Properties
Largest force on an atom: 3.4 eV/A
HOMO-LUMO gap: 6.5 eV
HOMO level: -2.83 eV

Record 7
ORCA calculation (ωB97M-V/def2-TZVPD) on a cluster of 2 separate species, C7H9BrN4 in total in a non-equilibrium geometry.

The geometry in ORCA input format:
```
! wB97M-V def2-TZVPD RIJCOSX def2/J DEFGRID3
* xyz 0 1
C -1.13845 -0.40418 1.12593
C 1.47169 -1.07948 -0.81525
C 2.01137 0.21994 -0.90346
C -1.72375 1.97764 1.79045
C 0.54457 0.98903 2.02337
C -0.39605 -2.12936 -2.13183
C -0.75021 0.89472 1.71859
N -1.46670 -1.40817 0.66450
N 1.27165 0.95082 -1.73778
N 0.29911 0.14538 -2.22221
N 0.44601 -1.04233 -1.73776
Br 3.52144 0.83528 -0.00479
H -2.53297 1.93663 1.03188
H -1.21232 2.96797 1.61535
H -2.23798 2.06721 2.77625
H 1.19389 0.19738 1.79380
H 1.81773 -2.06315 -0.52164
H 0.79598 1.96733 2.47809
H -0.80893 -1.81108 -3.12913
H 0.10901 -3.03343 -2.35005
H -1.21510 -2.17815 -1.46432
*
```

Properties
Largest force on an atom: 3.3 eV/A
Relative energy (zero: lowest compared OMol25 entry of this formula, charge and spin): 0.00 kcal/mol
HOMO-LUMO gap: 10.0 eV
HOMO level: -9.42 eV
SMILES string: Cn1cc(Br)nn1.C=C(C)C#N